Here is a structure of composition C22H29BrF2IMnN2OP2S4Sb from OMol25. Energies are from ωB97M-V with the def2-TZVPD basis set.

The geometry in ORCA input format:
```
! RIJCOSX wB97M-V def2-TZVPD def2/J DEFGRID3
* xyz 3 1
Mn -0.327 0.159 0.298
C 0.049 1.731 3.492
P -1.082 1.394 2.121
C -1.724 3.039 1.713
C -2.488 0.491 2.809
C -2.966 0.740 4.093
C -4.076 0.053 4.563
C -4.728 -0.864 3.748
C -4.256 -1.117 2.467
C -3.129 -0.449 1.997
P -2.462 -0.702 0.338
C -3.690 0.058 -0.766
C -2.628 -2.478 -0.030
H -0.413 2.457 4.161
H 0.972 2.163 3.103
H 0.288 0.830 4.048
H -2.128 3.476 2.627
H -2.520 2.978 0.971
H -0.918 3.676 1.343
H -2.472 1.459 4.737
H -4.431 0.231 5.570
H -5.604 -1.383 4.113
H -4.767 -1.845 1.846
H -4.649 -0.442 -0.640
H -3.374 -0.035 -1.808
H -3.811 1.112 -0.517
H -3.678 -2.775 -0.030
H -2.092 -3.084 0.699
H -2.229 -2.676 -1.025
S 1.394 -2.652 -2.152
Sb 1.774 -3.129 -4.428
S 0.781 0.071 -3.650
S -0.037 -1.111 -2.225
S 0.624 -1.210 -5.259
F 1.303 -0.623 2.470
C 0.169 -0.917 1.840
F 0.528 -1.596 0.623
H -0.426 -1.582 2.454
N -0.906 1.580 -0.793
C -1.168 2.551 -1.385
N -1.468 3.644 -1.999
C -0.417 4.606 -2.437
C -0.274 4.481 -3.943
O -1.518 4.684 -4.581
C -2.511 3.756 -4.193
C -2.769 3.834 -2.699
H 0.516 4.396 -1.915
H -0.767 5.604 -2.180
H 0.131 3.490 -4.194
H 0.402 5.245 -4.316
H -2.208 2.733 -4.461
H -3.415 4.014 -4.738
H -3.483 3.082 -2.369
H -3.137 4.824 -2.435
Br 4.050 -1.437 0.868
C 4.428 0.266 1.593
C 5.481 0.382 2.487
C 5.810 1.624 3.013
C 5.096 2.757 2.653
C 4.038 2.654 1.762
C 3.715 1.407 1.251
I 2.159 1.342 -0.161
H 6.050 -0.498 2.758
H 6.638 1.702 3.707
H 5.361 3.724 3.060
H 3.485 3.533 1.458
*
```

Energy relative to the best compared isomer or geometry (same formula, charge and spin): 0.0 kcal/mol
Kohn-Sham gap: 4.55 eV
Largest force on an atom: 0.01920 hartree/bohr
LUMO level: -11.32 eV

***

Here is a structure of composition C4H8N2O2 from OMol25. Energies are from ωB97M-V with the def2-TZVPD basis set.

The geometry in ORCA input format:
```
! RIJCOSX wB97M-V def2-TZVPD def2/J DEFGRID3
* xyz 0 1
C 2.595 0.034 -1.170
C 1.368 0.548 -2.029
C -1.226 0.378 0.261
C -1.161 -0.455 1.702
H 2.417 -0.944 -0.463
H 2.595 1.120 -0.414
H 3.780 -0.348 -1.719
H 1.410 1.003 -2.918
H -2.149 0.072 -0.371
H -1.498 1.393 0.425
H -2.779 -1.365 2.898
H -3.438 -0.372 1.238
N 0.213 0.625 -1.506
N -2.192 -1.490 1.914
O 0.142 -0.027 -0.178
O -0.077 -0.171 2.330
*
```

Energy relative to the best compared isomer or geometry (same formula, charge and spin): 252.5 kcal/mol
Kohn-Sham gap: 8.13 eV
Largest force on an atom: 0.12401 hartree/bohr
LUMO level: -1.57 eV

***

Here is a structure of composition C29H31N2O3S4Ti from OMol25. Energies are from ωB97M-V with the def2-TZVPD basis set.

The geometry in ORCA input format:
```
! RIJCOSX wB97M-V def2-TZVPD def2/J DEFGRID3
* xyz 2 2
Ti 0.728 1.973 0.788
S 1.893 -0.092 0.416
C 2.523 0.133 1.998
N 3.798 0.163 2.252
C 4.272 0.305 3.639
C 3.363 -0.474 4.544
N 1.981 -0.007 4.340
C 1.179 0.135 5.575
C 1.768 1.211 6.452
C 1.966 2.494 5.945
C 2.518 3.479 6.748
C 2.867 3.191 8.063
C 2.666 1.917 8.570
C 2.123 0.925 7.763
C 1.555 0.311 3.153
S -0.005 0.930 2.845
C 4.869 0.042 1.233
C 5.574 -1.284 1.376
C 6.905 -1.331 1.769
C 7.548 -2.556 1.907
C 6.856 -3.732 1.660
C 5.523 -3.688 1.267
C 4.884 -2.467 1.123
H 4.288 1.365 3.907
H 5.282 -0.095 3.687
H 3.624 -0.290 5.583
H 3.420 -1.546 4.343
H 1.205 -0.831 6.082
H 0.152 0.351 5.297
H 1.680 2.728 4.923
H 2.669 4.476 6.355
H 3.293 3.962 8.690
H 2.934 1.692 9.594
H 1.969 -0.071 8.162
H 5.559 0.867 1.411
H 4.419 0.166 0.253
H 7.450 -0.411 1.950
H 8.587 -2.588 2.203
H 7.356 -4.685 1.765
H 4.989 -4.605 1.060
H 3.850 -2.437 0.792
O -2.515 7.681 -0.435
C -2.218 6.435 -0.809
O -2.940 5.818 -1.540
C -0.966 5.809 -0.255
C -0.520 6.044 1.045
C 0.552 5.345 1.555
C 1.234 4.425 0.746
S 2.526 3.371 1.360
C 0.822 4.232 -0.586
C -0.302 4.907 -1.061
H -1.794 8.111 0.041
H -1.043 6.745 1.684
H 0.875 5.500 2.575
H 1.414 3.592 -1.236
H -0.658 4.745 -2.070
O -0.868 1.771 -0.408
S -1.758 0.695 -1.129
C -3.368 0.872 -0.298
C -4.297 1.661 -1.230
C -3.413 2.499 -2.151
C -2.315 1.550 -2.611
H -3.126 1.406 0.622
H -3.728 -0.124 -0.046
H -4.977 2.279 -0.646
H -4.902 0.969 -1.816
H -2.991 3.357 -1.630
H -3.966 2.887 -3.006
H -1.440 2.003 -3.076
H -2.696 0.761 -3.267
*
```

Energy relative to the best compared isomer or geometry (same formula, charge and spin): 1.9 kcal/mol
Kohn-Sham gap (spin up / spin down): 7.13 / 6.81 eV
Largest force on an atom: 0.01381 hartree/bohr
LUMO level (spin up / spin down): -6.89 / -7.24 eV

***

Here is a cluster of 4 separate species, C24H56 in total from OMol25. Energies are from ωB97M-V with the def2-TZVPD basis set.

The geometry in ORCA input format:
```
! RIJCOSX wB97M-V def2-TZVPD def2/J DEFGRID3
* xyz 0 1
C -46.322 -31.482 143.032
C -44.997 -32.022 143.677
C -44.793 -33.406 143.170
C -45.386 -34.454 144.233
C -45.197 -35.966 143.867
C -45.662 -37.026 144.838
H -46.564 -30.406 143.357
H -47.299 -32.098 143.243
H -46.143 -31.165 141.910
H -44.961 -31.792 144.624
H -44.210 -31.573 143.125
H -43.805 -33.551 143.235
H -45.101 -33.647 142.162
H -46.403 -34.222 144.228
H -44.959 -34.396 145.164
H -44.170 -36.106 143.424
H -45.768 -36.168 142.891
H -45.026 -37.143 145.668
H -45.874 -38.071 144.318
H -46.519 -36.828 145.331
C -42.050 -38.387 148.893
C -42.758 -38.291 147.527
C -42.655 -39.594 146.691
C -43.236 -39.516 145.323
C -42.679 -40.690 144.425
C -43.227 -40.634 143.001
H -42.357 -39.264 149.574
H -42.216 -37.530 149.448
H -40.949 -38.603 148.696
H -42.366 -37.335 147.069
H -43.704 -38.004 147.855
H -43.157 -40.483 147.257
H -41.708 -40.049 146.703
H -43.088 -38.521 145.019
H -44.401 -39.443 145.209
H -43.112 -41.435 144.883
H -41.554 -40.562 144.519
H -42.918 -39.550 142.588
H -44.318 -40.616 142.915
H -42.840 -41.480 142.496
C -42.022 -37.335 139.967
C -41.642 -35.947 139.389
C -42.506 -34.863 140.066
C -42.271 -33.432 139.462
C -43.224 -32.379 140.069
C -43.047 -31.036 139.256
H -42.912 -37.739 139.394
H -42.395 -37.268 141.174
H -41.306 -38.069 139.860
H -41.896 -35.960 138.348
H -40.587 -35.832 139.738
H -42.300 -34.798 141.082
H -43.520 -35.030 140.032
H -42.466 -33.627 138.445
H -41.183 -32.967 139.633
H -43.015 -32.240 141.121
H -44.089 -32.803 140.022
H -43.295 -31.099 138.182
H -42.117 -30.606 139.562
H -43.749 -30.369 139.658
C -36.972 -38.377 142.988
C -37.900 -37.387 143.718
C -38.525 -36.438 142.668
C -39.367 -35.398 143.558
C -40.697 -35.922 144.046
C -41.246 -34.997 145.168
H -36.602 -39.099 143.513
H -36.251 -37.716 142.384
H -37.455 -39.137 142.331
H -37.298 -37.133 144.465
H -38.579 -38.023 144.170
H -39.267 -36.954 142.044
H -37.840 -35.935 142.031
H -39.611 -34.550 142.774
H -38.756 -35.132 144.352
H -40.818 -37.106 144.174
H -41.307 -36.225 143.299
H -40.841 -35.140 146.069
H -42.213 -35.529 145.626
H -41.332 -33.945 144.768
*
```

Energy relative to the best compared isomer or geometry (same formula, charge and spin): 189.0 kcal/mol
SMILES: CCCCCC.CCCCCC.CCCCCC.CCCCCC
Kohn-Sham gap: 10.77 eV
Largest force on an atom: 0.15058 hartree/bohr
LUMO level: 0.84 eV

***

Here is a structure of composition C36H36N11O4S2Sn from OMol25. Energies are from ωB97M-V with the def2-TZVPD basis set.

The geometry in ORCA input format:
```
! RIJCOSX wB97M-V def2-TZVPD def2/J DEFGRID3
* xyz 1 1
Sn -0.540 1.017 2.376
C -3.104 2.248 -2.708
N -2.038 1.670 -1.904
C -2.064 1.310 -0.619
N -0.870 0.890 -0.240
C -0.131 1.022 -1.371
N -0.799 1.483 -2.402
C -4.191 1.274 -3.106
C -5.397 1.798 -3.560
C -6.427 0.958 -3.950
C -6.268 -0.415 -3.886
C -5.062 -0.943 -3.436
C -4.022 -0.100 -3.049
C -4.911 -2.395 -3.375
N -5.779 -3.298 -3.670
N -5.166 -4.520 -3.451
C -3.973 -4.263 -3.044
O -3.734 -2.927 -2.966
C -2.907 -5.191 -2.682
C -3.136 -6.566 -2.706
C -2.115 -7.430 -2.358
C -0.868 -6.935 -1.988
C -0.637 -5.569 -1.974
C 0.717 -5.006 -1.613
N 0.618 -3.912 -0.660
C 0.590 -2.593 -0.894
N 0.344 -1.932 0.220
C 0.206 -2.934 1.128
N 0.354 -4.145 0.639
C -1.662 -4.700 -2.317
H -2.615 2.672 -3.584
H -3.541 3.069 -2.140
H -2.949 1.368 -0.004
H 0.912 0.763 -1.441
H -5.534 2.873 -3.603
H -7.362 1.377 -4.298
H -7.062 -1.087 -4.179
H -3.089 -0.528 -2.705
H -4.112 -6.935 -2.993
H -2.287 -8.497 -2.369
H -0.076 -7.619 -1.708
H 1.213 -4.609 -2.500
H 1.361 -5.769 -1.180
H 0.761 -2.170 -1.873
H -0.003 -2.764 2.172
H -1.499 -3.630 -2.307
O 2.317 5.822 3.601
C 2.030 5.900 2.281
C 2.408 7.023 1.547
C 2.135 7.117 0.196
C 1.473 6.083 -0.453
C 1.091 4.972 0.272
C 1.352 4.850 1.642
C 0.891 3.618 2.321
O 0.297 2.728 1.541
N 1.081 3.448 3.589
N 0.602 2.213 4.019
C 0.995 1.884 5.195
S 0.451 0.396 5.932
C 1.710 0.430 7.236
C 1.907 1.878 7.638
S 2.071 2.881 6.133
H 2.783 6.623 3.865
H 2.925 7.830 2.055
H 2.441 8.001 -0.349
H 1.257 6.146 -1.510
H 0.570 4.160 -0.215
H 2.632 -0.007 6.855
H 1.342 -0.174 8.064
H 2.818 2.006 8.221
H 1.060 2.244 8.217
O 1.449 0.115 2.433
C 2.425 0.127 1.639
C 3.548 -0.855 1.818
C 3.832 -1.752 0.605
C 4.591 -1.071 -0.529
C 3.861 0.100 -1.182
C 3.612 1.262 -0.228
N 2.494 1.048 0.690
H 3.281 -1.457 2.685
H 4.451 -0.290 2.073
H 2.895 -2.168 0.239
H 4.422 -2.598 0.961
H 4.825 -1.817 -1.291
H 5.553 -0.711 -0.149
H 2.903 -0.228 -1.598
H 4.459 0.471 -2.016
H 3.376 2.170 -0.781
H 4.518 1.470 0.349
H 1.718 1.703 0.669
*
```

Energy relative to the best compared isomer or geometry (same formula, charge and spin): 18.5 kcal/mol
Kohn-Sham gap: 8.23 eV
Largest force on an atom: 0.01072 hartree/bohr
LUMO level: -2.20 eV

***

Here is a cluster of 2 separate species, C7H14N in total from OMol25. Energies are from ωB97M-V with the def2-TZVPD basis set.

The geometry in ORCA input format:
```
! RIJCOSX wB97M-V def2-TZVPD def2/J DEFGRID3
* xyz 1 1
C 3.722 0.419 0.769
C 2.844 0.366 -0.431
C 3.199 -0.749 0.044
C -1.007 -0.858 0.282
C -1.871 0.144 0.158
C -2.618 0.571 1.392
C -2.215 0.826 -1.174
N -0.133 -1.342 -0.798
H 3.284 0.687 1.714
H 4.674 0.777 0.676
H 2.387 1.031 -1.085
H 3.517 -1.684 -0.269
H -0.751 -1.369 1.234
H -2.092 1.563 1.625
H -2.665 -0.047 2.357
H -3.748 0.859 1.249
H -2.690 1.806 -0.976
H -2.948 0.241 -1.753
H -1.225 1.111 -1.681
H -0.470 -2.231 -1.324
H 0.788 -1.537 -0.475
H 0.018 -0.584 -1.532
*
```

Energy relative to the best compared isomer or geometry (same formula, charge and spin): 87.7 kcal/mol
Kohn-Sham gap: 9.67 eV
Largest force on an atom: 0.06408 hartree/bohr
LUMO level: -3.45 eV

***

Question: Which of these has the highest energy relative to the best compared isomer or geometry (same formula, charge and spin)?
Answer: C4H8N2O2